A structure of composition C48H138F2N7O24S2V in a non-equilibrium geometry, computed with wB97M-V/def2-TZVPD.

Each line ends with the Mulliken charge.
Positions of all 222 atoms, in Å:
O1 0.1238 0.0261 4.2003  -0.417
V1 0.1884 -0.9521 3.0280  1.467
O2 0.2996 -2.4788 3.4100  -0.841
N1 0.2802 0.2063 0.9816  0.887
S1 0.1962 -0.5441 -0.4892  -1.371
O3 1.3345 -0.5459 -1.2704  -0.078
O4 -1.1099 -0.4777 -1.0358  0.115
F1 0.2306 -1.9864 0.2928  -0.510
S2 0.3779 1.7877 0.8181  -0.730
O5 -0.5697 2.3823 1.7791  -0.398
O6 0.4027 2.3362 -0.4804  0.283
F2 1.9344 1.9577 1.4302  -0.279
C1 2.7220 -5.8729 3.2137  -0.990
C2 1.3595 -6.4587 3.6411  0.079
C3 0.2259 -5.6222 2.9858  0.532
O7 -1.0596 -6.2531 3.1863  -0.448
C4 -1.8529 -6.1431 2.0433  -0.475
N2 1.3863 -7.8712 3.2041  -0.734
H1 2.7766 -4.8164 3.5277  0.036
H2 2.7592 -5.9701 2.1087  0.184
H3 3.5373 -6.4034 3.6119  0.457
H4 1.3038 -6.4548 4.7197  0.394
H5 0.4827 -5.5494 1.9163  0.080
H6 0.1330 -4.5972 3.3636  -0.182
H7 -1.4800 -6.7770 1.2301  0.381
H8 -1.8469 -5.0725 1.7090  -0.076
H9 -2.8913 -6.4181 2.2300  0.395
H10 0.5008 -8.3442 3.2669  0.277
H11 1.6454 -7.9093 2.1894  0.283
C5 -4.3996 -0.2495 3.1477  -1.728
C6 -3.1130 -0.5808 3.7781  1.209
C7 -3.2276 -1.8411 4.6963  -1.136
O8 -2.2453 -1.8939 5.7001  -0.050
C8 -2.2824 -3.1264 6.3288  -0.766
N3 -2.0620 -0.9063 2.7346  1.753
H12 -4.3796 0.6416 2.5142  0.020
H13 -5.2753 -0.0902 3.8392  0.445
H14 -4.6800 -1.1090 2.5541  0.499
H15 -2.7865 0.2778 4.3571  -0.212
H16 -3.3027 -2.8682 4.1613  0.263
H17 -4.1586 -1.6927 5.2345  0.479
H18 -3.3284 -3.3208 6.7216  0.332
H19 -1.6400 -3.0789 7.2255  0.224
H20 -1.9866 -3.9716 5.7198  0.204
H21 -2.3085 -0.2209 1.9941  -0.523
H22 -2.3626 -1.8126 2.3473  -0.492
C9 5.6162 1.4622 -2.3413  -1.176
C10 4.6785 1.1589 -3.5400  0.036
C11 4.7687 -0.3667 -3.8458  -0.534
O9 4.0753 -0.5511 -5.0887  -0.366
C12 4.1141 -1.9172 -5.4372  -0.510
N4 3.3434 1.5655 -3.2070  0.119
H23 6.0039 2.5023 -2.4566  0.273
H24 6.4647 0.8057 -2.3021  0.475
H25 4.9437 1.4759 -1.4866  0.177
H26 5.0764 1.6674 -4.4162  0.407
H27 4.2107 -0.9466 -3.0723  0.071
H28 5.7851 -0.7834 -3.9174  0.471
H29 3.7377 -2.6042 -4.7138  0.087
H30 5.2177 -2.1745 -5.3940  0.346
H31 3.5659 -2.0084 -6.3878  0.296
H32 2.6992 1.2756 -3.9228  0.016
H33 3.0879 1.1959 -2.2440  -0.323
C13 3.7662 5.3827 -2.9597  -1.364
C14 2.4328 5.3801 -2.2389  0.991
C15 1.6628 6.6238 -2.4389  -0.515
O10 2.2782 7.6769 -1.7887  -0.292
C16 1.7634 8.9514 -1.6325  -0.701
N5 1.6568 4.3046 -2.8589  0.192
H34 3.5524 5.6351 -3.9981  0.325
H35 4.2836 4.4129 -2.8940  0.059
H36 4.3731 6.1353 -2.4107  0.373
H37 2.6093 5.1348 -1.1801  -0.051
H38 0.6652 6.4587 -2.0745  0.374
H39 1.5732 6.8654 -3.4973  0.209
H40 2.6335 9.5757 -1.4004  0.269
H41 1.0285 9.0388 -0.7846  0.142
H42 1.2352 9.3642 -2.5165  0.304
H43 2.1641 3.3600 -2.6877  -0.167
H44 0.7797 4.2198 -2.3948  -0.063
C17 -2.5077 4.2424 -2.2572  -2.002
C18 -2.8771 2.9694 -1.6408  2.802
C19 -3.4659 3.0761 -0.2515  -1.233
O11 -4.0023 1.7938 0.1446  0.435
C20 -5.4064 1.6028 -0.0259  -0.978
N6 -3.7588 2.2888 -2.4797  -0.489
H45 -3.4006 4.6969 -2.5520  0.708
H46 -1.9231 4.0242 -3.1648  0.379
H47 -1.9860 4.9331 -1.5557  0.158
H48 -1.9937 2.3909 -1.5151  -0.953
H49 -4.2016 3.8616 -0.2222  0.367
H50 -2.6704 3.2707 0.4877  -0.223
H51 -5.6988 1.7597 -1.0628  0.503
H52 -5.9400 2.3419 0.5165  0.270
H53 -5.6061 0.5772 0.2845  -0.074
H54 -3.5494 2.5759 -3.4024  0.375
H55 -3.6195 1.2838 -2.4397  0.059
C21 2.2505 -7.8642 -5.2970  -1.615
C22 2.5308 -6.4538 -5.6748  0.446
C23 1.9621 -5.4722 -4.6385  0.624
O12 0.6118 -5.5026 -4.4883  -0.509
C24 0.1393 -4.5074 -3.6722  -0.045
N7 4.0183 -6.1606 -5.7771  -0.516
H56 1.2384 -7.9974 -5.0906  0.400
H57 2.7553 -8.1064 -4.3577  0.346
H58 2.5261 -8.6071 -5.9862  0.446
H59 2.0224 -6.2440 -6.6213  0.215
H60 2.3048 -4.4657 -4.7624  -0.249
H61 2.3675 -5.8187 -3.6894  -0.327
H62 -0.9026 -4.7229 -3.5164  0.225
H63 0.3039 -3.4717 -4.0318  0.172
H64 0.6338 -4.4596 -2.6593  0.040
H65 4.4585 -6.9332 -6.2223  0.231
H66 4.2299 -5.3624 -6.3838  0.194
C25 5.7277 5.1131 1.2990  -0.831
C26 4.8148 5.0606 2.5645  -0.317
O13 4.0100 3.8871 2.5774  -0.166
H67 5.1809 4.6482 0.4664  0.068
H68 6.6060 4.4980 1.4252  0.320
H69 5.8765 6.1543 0.9848  0.351
H70 4.2185 6.0044 2.6357  0.162
H71 5.4259 5.0127 3.4408  0.334
H72 3.1366 4.1975 2.2834  0.224
C27 3.6563 -3.7614 -1.0338  -0.085
C28 4.4855 -4.9751 -1.5819  -0.603
O14 5.2574 -4.5627 -2.7664  -0.566
H73 2.8687 -3.5753 -1.7472  0.001
H74 4.3215 -2.9660 -0.8709  0.285
H75 3.1706 -4.0722 -0.1494  0.014
H76 3.7546 -5.7013 -1.9344  0.268
H77 5.1086 -5.2932 -0.7657  0.388
H78 5.2528 -5.3395 -3.3672  0.296
C29 -3.0377 -4.7968 -0.7198  -1.443
C30 -3.9339 -3.8792 0.0598  0.353
O15 -3.3447 -2.5649 0.3245  0.412
H79 -3.0091 -4.6006 -1.8284  0.334
H80 -3.4472 -5.7747 -0.5331  0.484
H81 -2.0017 -4.7593 -0.4254  0.264
H82 -4.1877 -4.2778 1.0663  0.334
H83 -4.8950 -3.7229 -0.4949  -0.219
H84 -2.5945 -2.4074 -0.2898  -0.271
C31 -0.8304 1.5551 8.3728  -0.553
C32 -0.2025 0.1401 8.3006  -0.233
O16 0.6678 -0.0213 7.2114  -0.400
H85 -1.2675 1.9101 7.4287  -0.143
H86 -0.0113 2.2202 8.6133  0.279
H87 -1.6530 1.5783 9.1607  0.364
H88 -1.0149 -0.6347 8.3413  0.071
H89 0.3448 -0.1168 9.2187  0.349
H90 0.1917 -0.1614 6.3542  0.116
C33 3.4204 1.9756 6.4178  -1.321
C34 2.7321 1.1913 5.3126  0.506
O17 3.5887 0.9626 4.1463  -0.409
H91 4.3459 1.5210 6.6729  0.394
H92 2.8216 2.0063 7.3575  0.242
H93 3.7035 2.9442 6.0135  0.280
H94 1.8495 1.8472 4.9896  -0.059
H95 2.4939 0.1383 5.5902  0.240
H96 3.7305 1.8067 3.6891  0.131
C35 -0.3693 6.9972 2.0095  -1.231
C36 0.1497 5.6244 1.7214  1.026
O18 1.5746 5.5861 2.0036  -0.376
H97 -0.0917 7.7183 1.2985  0.206
H98 0.0812 7.3008 2.9727  0.439
H99 -1.4277 6.9973 2.1464  0.364
H100 0.0627 5.4200 0.6630  -0.225
H101 -0.3559 4.8438 2.3109  -0.388
H102 1.6994 6.1092 2.7951  0.185
C37 0.6151 4.5094 -7.3263  -1.151
C38 -0.1986 4.9129 -6.1072  -0.271
O19 -0.1734 4.0360 -5.0772  -0.310
H103 0.7017 3.4489 -7.4603  0.199
H104 1.6544 4.9137 -7.3054  0.260
H105 0.0921 4.9752 -8.1166  0.427
H106 -1.2169 5.0426 -6.4327  0.389
H107 0.1265 5.9296 -5.8507  0.336
H108 0.5534 4.3016 -4.4672  0.176
C39 -5.5419 -1.5806 -3.0781  -0.807
C40 -6.1396 -0.2426 -3.3232  0.403
O20 -5.7762 0.1308 -4.6645  -0.591
H109 -5.8805 -2.0460 -2.1513  -0.002
H110 -4.4560 -1.5840 -3.0280  0.151
H111 -5.8680 -2.2586 -3.8816  0.403
H112 -5.8387 0.4568 -2.5543  -0.316
H113 -7.1924 -0.4355 -3.3617  0.487
H114 -6.0202 1.0473 -4.7953  0.291
C41 -0.2010 -0.8790 -4.1673  -1.341
C42 -0.6511 0.5748 -4.4107  0.929
O21 0.4910 1.1765 -5.0578  -0.558
H115 0.6125 -0.9510 -3.4337  -0.036
H116 0.2407 -1.2135 -5.0857  0.577
H117 -0.9800 -1.5185 -3.8484  0.479
H118 -0.8237 1.1472 -3.5061  -0.711
H119 -1.4899 0.5210 -5.0973  0.448
H120 0.3261 2.1297 -5.0660  0.227
C43 -7.3608 -2.3971 0.8039  -0.591
C44 -8.2484 -3.2399 -0.1600  -0.190
O22 -9.4981 -3.5047 0.2865  -0.537
H121 -6.4411 -1.9718 0.3559  -0.187
H122 -7.1238 -2.9949 1.6765  0.404
H123 -7.8651 -1.4534 1.1607  0.422
H124 -7.7227 -4.1880 -0.3875  0.185
H125 -8.3172 -2.7711 -1.1420  0.193
H126 -9.5586 -3.2340 1.1787  0.337
C45 -3.2997 2.9358 4.5626  -0.482
C46 -3.6425 4.1730 3.7840  0.193
O23 -4.5865 3.8562 2.7583  -0.506
H127 -2.7901 3.1227 5.4544  0.322
H128 -2.6181 2.3742 3.9287  -0.251
H129 -4.2290 2.4102 4.6055  0.317
H130 -2.7774 4.5638 3.3041  -0.205
H131 -4.0623 4.8965 4.4916  0.375
H132 -4.4412 4.5733 2.1233  0.303
C47 4.4375 -1.6703 2.1776  -1.804
C48 2.9770 -1.8112 2.4924  0.312
O24 2.2277 -0.6277 2.7421  0.750
H133 5.0331 -1.2233 2.9790  0.376
H134 4.6151 -1.2696 1.2242  0.362
H135 4.8548 -2.6124 1.9546  0.510
H136 2.8888 -2.4120 3.4087  0.074
H137 2.5146 -2.3190 1.6600  0.072
H138 2.8712 0.0930 3.1685  -0.069

The HOMO energy is -8.8 eV. As for the total energy: -6040.5213 Ha. As for the spin multiplicity: 1. The HOMO-LUMO gap is 8.32 eV.